Entry 1:
A molecular structure, C32H25As2F4N7O4W, computed with ωB97M-V with the def2-TZVPD basis set.

Geometry as XYZ:
```
75
Properties=species:S:1:pos:R:3:forces:R:3
W -0.4221 1.3039 0.0443 0.06 -0.43 -1.75
O -1.0788 2.9262 -3.5608 0.03 0.02 -0.03
C -0.4986 2.7201 -2.5650 -0.09 0.24 0.31
O -1.1691 2.3139 -1.3786 0.07 -0.12 -0.15
C 0.9607 2.7545 -2.2672 0.08 0.10 -0.07
C 1.9833 3.1721 -3.0962 -0.03 0.01 0.03
C 3.2921 3.0441 -2.6240 0.00 0.00 0.00
C 3.5402 2.4673 -1.3778 -0.04 0.01 0.03
C 2.4501 2.0728 -0.6242 0.15 0.06 -0.02
N 1.2121 2.2535 -1.0606 -0.07 0.00 0.15
C 2.4536 1.3513 0.6860 -0.26 0.12 0.24
O 3.3536 0.8460 1.2444 0.04 0.07 0.02
O 1.1321 1.3045 1.1654 0.40 -0.46 0.08
H 1.7608 3.5841 -4.0726 0.01 0.00 0.00
H 4.1190 3.3781 -3.2383 0.00 0.00 0.00
H 4.5442 2.3225 -0.9994 0.01 0.00 -0.01
C -0.6748 -1.2905 2.9543 0.03 0.00 -0.07
As -1.4030 0.3777 2.3379 -0.19 0.61 0.31
C -3.3233 0.1995 2.3517 0.02 -0.12 0.03
C -1.0628 1.7230 3.6508 0.02 -0.14 0.14
C -1.0411 1.3887 5.0004 -0.02 0.06 0.04
C -0.9488 2.3974 5.9529 0.00 -0.02 -0.01
C -0.8898 3.7272 5.5613 0.00 0.00 -0.02
C -0.9020 4.0611 4.2122 0.02 -0.03 0.08
C -0.9837 3.0541 3.2559 0.02 0.20 0.08
As -0.8871 3.5211 1.4047 0.06 -0.07 0.20
C 0.6715 4.6495 1.2733 -0.11 0.10 -0.01
C -2.4082 4.5977 0.9329 0.02 0.02 0.02
H -1.3080 -1.5779 3.7947 0.09 -0.10 0.03
H 0.3549 -1.1460 3.2729 0.00 0.01 0.01
H -0.7364 -2.0487 2.1769 -0.03 0.00 0.00
H -3.6172 0.2219 3.4013 -0.08 -0.03 -0.02
H -3.6270 -0.7476 1.9094 0.00 0.00 0.01
H -3.7911 1.0305 1.8279 0.01 0.03 0.02
H -1.1009 0.3596 5.3332 0.00 -0.01 -0.03
H -0.9290 2.1407 7.0037 0.00 0.00 0.00
H -0.8245 4.5090 6.3063 -0.01 0.00 0.00
H -0.8383 5.1066 3.9333 0.00 -0.01 -0.04
H 0.3913 5.6039 1.7204 0.12 0.03 0.01
H 0.9573 4.8189 0.2373 -0.03 0.01 -0.01
H 1.4811 4.1965 1.8411 0.02 0.02 0.00
H -2.5938 5.2242 1.8059 -0.09 0.08 -0.08
H -3.2836 3.9892 0.7217 0.00 -0.03 0.03
H -2.1625 5.2135 0.0698 -0.02 0.01 0.00
C -4.2449 -0.4717 -3.0265 0.03 -0.04 0.11
N -3.8730 -0.9148 -1.6493 -0.18 0.28 0.14
C -4.6282 -2.0516 -1.0505 0.03 0.04 -0.04
C -2.9363 -0.3403 -1.0317 -0.07 -0.21 -0.20
N -2.0521 0.2125 -0.4765 -0.25 0.05 0.38
H -3.9433 -1.2576 -3.7163 -0.01 -0.01 -0.01
H -3.7438 0.4646 -3.2565 0.00 0.00 -0.02
H -5.3237 -0.3348 -3.0461 0.00 0.01 -0.02
H -4.8076 -2.7674 -1.8489 0.02 0.00 0.02
H -5.5687 -1.6752 -0.6537 -0.02 0.01 -0.01
H -4.0238 -2.5232 -0.2810 -0.05 0.02 0.01
F 0.1444 -5.3215 -2.6418 -0.01 0.06 0.02
C 1.3779 -4.9605 -2.3419 0.10 -0.06 0.00
C 2.3994 -5.8575 -2.5459 -0.06 0.01 -0.01
F 2.1044 -7.0291 -3.0264 0.02 0.02 0.01
C 3.7629 -5.5300 -2.2391 -0.02 -0.01 0.01
C 3.9936 -4.2123 -1.7147 0.02 0.00 0.00
C 2.9586 -3.3417 -1.5276 0.03 0.02 0.01
F 3.2025 -2.1209 -1.0463 -0.04 0.01 0.00
C 1.6276 -3.6774 -1.8265 -0.15 -0.01 -0.07
C 0.5595 -2.7262 -1.6209 0.24 -0.31 -0.12
C 0.6822 -1.4656 -1.1367 -0.27 0.13 0.14
N 0.4664 -0.3807 -0.7259 0.15 -0.11 0.17
C -0.8298 -2.9677 -1.8891 0.04 0.08 -0.02
N -1.9717 -2.9487 -2.0241 0.22 -0.21 -0.06
F 5.2023 -3.8239 -1.4155 -0.01 -0.01 0.00
C 4.7986 -6.4427 -2.4364 0.01 0.00 -0.03
C 4.6021 -7.7389 -2.9754 0.01 -0.02 0.00
N 4.5143 -8.8024 -3.4120 0.00 0.01 0.00
C 6.1503 -6.1556 -2.1110 -0.03 0.05 0.06
N 7.2478 -5.9528 -1.8252 0.02 -0.04 -0.04
```
Positions in Å, forces in eV/Å.

Calculated values
* total charge: +4
* ΔE to the lowest compared entry with this formula, charge and spin: 39.1 kJ/mol



Entry 2:
A molecular structure, C25H25BBrN6OS2Y, computed with ωB97M-V with the def2-TZVPD basis set.

Geometry as XYZ:
```
62
Properties=species:S:1:pos:R:3:forces:R:3
Y 0.4490 0.1124 0.0907 -0.72 -0.19 -0.88
Br -2.7340 7.1474 -0.5654 -0.01 -0.17 -0.04
C -2.0588 5.3771 -0.7817 -0.17 0.35 0.10
C -1.2204 5.1020 -1.8696 -0.16 -0.06 0.23
C -0.6785 3.8549 -1.9968 0.10 -0.27 0.13
C -0.8944 2.8346 -1.0265 -0.60 0.78 0.16
O -0.3366 1.6954 -1.1769 0.41 -0.36 0.41
C -1.7804 3.1338 0.0661 0.40 0.19 -0.84
C -2.0692 2.2283 1.1250 0.03 -0.56 0.32
N -1.4495 1.1203 1.3883 0.36 0.41 -0.85
C -1.6847 0.4667 2.5910 -0.30 -0.11 1.04
C -2.1220 1.1256 3.7284 0.16 -0.15 -0.59
C -2.3283 0.4536 4.9343 -0.06 -0.41 0.26
C -2.1126 -0.8940 5.0323 -0.05 0.29 0.06
C -1.5985 -1.6014 3.9287 0.08 0.20 -0.35
C -1.2640 -2.9688 4.0025 0.13 -0.05 -0.30
C -0.6937 -3.5832 2.9205 -0.17 0.04 0.36
C -0.4258 -2.8170 1.7793 0.01 0.23 -0.24
N -0.7302 -1.5422 1.6721 0.35 0.07 -0.18
C -1.3423 -0.9205 2.7066 -0.20 0.16 0.53
C -2.3614 4.4161 0.1415 0.08 0.05 -0.06
H -1.0061 5.8761 -2.5909 0.01 0.04 -0.06
H -0.0236 3.6157 -2.8220 0.05 -0.06 -0.05
H -2.8926 2.5434 1.7733 0.08 -0.02 0.05
H -2.2853 2.1923 3.7007 0.04 0.06 -0.01
H -2.6496 1.0203 5.7942 -0.09 0.01 0.11
H -2.2911 -1.4245 5.9554 0.00 -0.03 0.11
H -1.4451 -3.5003 4.9261 -0.03 -0.09 0.04
H -0.4252 -4.6271 2.9405 0.03 -0.09 -0.01
H 0.0660 -3.2657 0.9221 0.01 0.00 -0.04
H -3.0146 4.6517 0.9708 -0.05 0.01 0.04
C -2.9290 0.4754 -2.3653 -0.31 0.00 0.40
N -1.7378 0.1644 -3.1023 0.63 -0.38 -0.27
C -1.3029 0.7694 -4.2510 0.15 0.04 -0.26
C -0.1626 0.1367 -4.6211 -0.16 0.38 -0.28
N 0.1056 -0.8522 -3.7206 -0.37 0.13 0.24
B 1.1551 -1.9810 -3.9508 -0.06 0.17 0.37
N 1.8404 -2.3931 -2.6164 0.40 0.13 0.24
C 2.0243 -3.6791 -2.2036 0.09 -0.37 0.20
C 2.8110 -3.6797 -1.0990 -0.14 -0.35 -0.17
N 3.1189 -2.3697 -0.8328 -0.65 -0.09 -0.56
C 3.9501 -1.8654 0.2236 0.14 0.39 0.45
C 2.4932 -1.6006 -1.7631 0.44 0.29 0.12
S 2.5870 0.1000 -1.7611 -0.14 0.44 0.06
C -0.8469 -0.8066 -2.7868 -0.31 -0.22 0.00
S -0.9849 -1.7970 -1.4062 -0.19 -0.28 0.54
H -3.3398 1.4137 -2.7392 0.04 -0.08 0.02
H -2.6883 0.5758 -1.3013 -0.08 0.00 -0.23
H -3.6630 -0.3293 -2.4787 0.07 0.16 0.03
H -1.8408 1.5815 -4.6939 -0.05 0.17 -0.11
H 0.4778 0.3116 -5.4589 0.14 0.03 -0.18
H 1.9939 -1.5474 -4.6698 0.19 0.12 -0.43
H 0.5744 -2.9410 -4.3486 -0.06 -0.36 -0.22
H 1.5703 -4.4890 -2.7336 -0.07 -0.21 -0.07
H 3.1680 -4.4784 -0.4830 0.09 -0.19 0.06
H 4.4405 -2.7000 0.7200 -0.02 -0.01 -0.03
H 3.3466 -1.3053 0.9480 0.19 -0.08 -0.05
H 4.6940 -1.1793 -0.1873 -0.07 -0.11 0.06
C 1.6852 0.6654 1.9914 0.34 0.06 0.63
H 1.8716 -0.1544 2.7002 0.02 -0.04 0.03
H 1.1134 1.4052 2.5695 -0.03 0.03 0.04
H 2.6601 1.1350 1.8174 0.05 -0.02 -0.09
```
Positions in Å, forces in eV/Å.

Calculated values
* total charge: 0
* ΔE to the lowest compared entry with this formula, charge and spin: 16.0 kJ/mol



Number 1: F_max 1.81 eV/A, molar mass 981.27 g/mol, DFT total energy -186539.4639 eV. Number 2: F_max 1.15 eV/A, molar mass 669.27 g/mol, DFT total energy -130757.1313 eV.